## a
{
  "formula": "C2H12NO3",
  "method": "wB97M-V/def2-TZVPD",
  "species": ["C", "C", "N", "H", "H", "H", "H", "H", "H", "H", "H", "O", "H", "H", "O", "H", "H", "O"],
  "coordinates": [[-0.922, 0.160, -2.051], [-0.622, 1.392, -2.398], [-0.903, -0.252, -0.630], [-1.329, -0.632, -2.659], [-0.834, 1.721, -3.402], [0.023, 2.045, -1.819], [-1.824, -0.449, -0.234], [-0.689, 0.487, 0.057], [-0.228, -1.031, -0.592], [1.654, -1.635, 0.587], [2.092, -2.783, -0.222], [1.266, -2.374, 0.075], [2.975, -1.479, 3.486], [2.940, -0.004, 3.118], [2.410, -0.811, 3.083], [-1.398, 2.364, 0.993], [-2.754, 1.751, 1.451], [-1.858, 1.531, 1.157]],
  "lowdin_charge": [-0.1253, 0.0755, 0.1698, 0.1265, 0.0813, 0.0860, 0.1648, 0.1193, 0.1237, 0.0386, 0.0635, -0.0612, 0.0451, 0.0419, -0.0599, 0.0683, 0.0817, -0.0398],
  "homo_ev": -14.617,
  "charge": 1
}

## b
{
  "formula": "C2H12NO3",
  "method": "wB97M-V/def2-TZVPD",
  "species": ["C", "O", "C", "N", "H", "H", "H", "H", "H", "H", "H", "H", "H", "H", "O", "H", "H", "O"],
  "coordinates": [[-1.677, -0.031, 1.187], [-1.857, -0.988, 0.138], [-0.180, 0.092, 1.459], [0.544, 0.324, 0.123], [-2.243, -0.440, 2.029], [-2.112, 0.892, 0.820], [-1.929, -1.879, 0.467], [0.060, 0.863, 2.187], [0.204, -0.892, 1.738], [0.362, 1.301, -0.091], [0.100, -0.368, -0.499], [1.559, 0.182, 0.120], [4.105, 0.298, 1.101], [3.898, 1.442, 0.184], [3.455, 0.676, 0.516], [-0.847, -0.679, -3.701], [-1.560, -0.416, -2.378], [-0.861, -0.081, -2.955]],
  "lowdin_charge": [-0.1948, -0.0705, -0.0939, 0.2020, 0.1408, 0.1310, 0.1017, 0.1367, 0.1349, 0.1687, 0.1343, 0.1137, 0.0594, 0.0485, -0.0225, 0.0436, 0.0208, -0.0544],
  "homo_ev": -14.859,
  "charge": 1
}

## c
{
  "formula": "C2H12NO3",
  "method": "wB97M-V/def2-TZVPD",
  "species": ["C", "C", "N", "H", "H", "H", "H", "H", "H", "H", "H", "O", "H", "H", "O", "H", "H", "O"],
  "coordinates": [[-0.294, 1.589, -0.563], [-1.584, 1.555, -0.311], [0.392, 0.271, -0.594], [0.237, 2.463, -0.898], [-2.210, 2.438, -0.272], [-2.201, 0.678, -0.173], [-0.287, -0.436, -0.831], [1.291, 0.307, -1.004], [0.704, -0.013, 0.350], [0.810, -0.375, -4.404], [0.607, 0.845, -3.698], [1.016, -0.019, -3.527], [-1.753, -4.894, -0.289], [-0.847, -5.995, -0.442], [-0.885, -5.156, 0.037], [2.238, 2.786, 5.578], [1.051, 1.876, 5.851], [1.716, 2.080, 5.188]],
  "lowdin_charge": [-0.1165, 0.0782, 0.2040, 0.1276, 0.0896, 0.0874, 0.1622, 0.1361, 0.1887, 0.0599, 0.0461, -0.0633, 0.0278, 0.0411, -0.0688, 0.0341, 0.0326, -0.0667],
  "homo_ev": -13.720,
  "charge": 1
}

Energies relative to the most stable structure, in kcal/mol: a 19.8; b 0.0; c 38.3.